1.
C41H43AsNOPPtSSi as an isolated structure in a non-equilibrium geometry. Source: the Open Molecules 2025 dataset; level of theory: wB97M-V/def2-TZVPD.

```
91
Properties=species:S:1:pos:R:3:forces:R:3
Pt -0.628764 -0.333604 0.035872 -0.1799 0.2584 -0.7581
S -1.049164 -2.346410 1.090363 0.0444 -0.0819 0.0584
C 0.514454 -2.920663 1.671836 -0.1654 -0.0296 -0.0582
C 0.513413 -3.826661 2.737586 0.0578 -0.0725 0.0008
C 1.699731 -4.336852 3.241109 -0.0806 0.0215 -0.0460
C 2.916493 -3.952529 2.690143 0.0009 0.0161 -0.0136
C 2.926164 -3.061706 1.627696 -0.0636 -0.0019 -0.0552
C 1.736794 -2.551868 1.107897 0.3324 -0.0209 0.0853
As 1.712297 -1.278007 -0.358894 -1.1765 -1.1201 0.1888
C 1.318846 -2.417087 -1.889985 0.1616 0.1291 -0.2780
C 1.595873 -1.907497 -3.159446 -0.0398 -0.0287 0.0768
C 1.219032 -2.603772 -4.298753 -0.0143 -0.0255 0.0468
C 0.542905 -3.811599 -4.177102 0.0043 0.0177 0.0665
C 0.279521 -4.329830 -2.915401 0.0102 0.0266 -0.0602
C 0.672360 -3.640114 -1.774561 0.0406 -0.0539 0.0272
C 3.606794 -0.983835 -0.622528 -0.1466 0.7908 0.0815
C 4.198577 0.074154 0.064127 0.0003 -0.0246 -0.0161
C 5.561645 0.303991 -0.054639 0.0377 -0.0315 -0.0152
C 6.329867 -0.509875 -0.877189 -0.0597 -0.0515 -0.0080
C 5.734275 -1.555632 -1.573194 0.0309 0.0446 0.0522
C 4.372211 -1.796488 -1.447665 0.0605 -0.0698 0.0535
H -0.439437 -4.114030 3.167607 0.0581 0.0009 0.0180
H 1.675605 -5.034126 4.070947 -0.0140 0.0379 -0.0246
H 3.848464 -4.342161 3.079887 -0.0287 0.0204 0.0068
H 3.872828 -2.758457 1.199636 0.0295 0.0066 -0.0203
H 2.119424 -0.962472 -3.255032 -0.0328 0.0308 -0.0529
H 1.449237 -2.203027 -5.278513 -0.0227 0.0114 0.0179
H 0.222106 -4.346432 -5.062869 0.0346 -0.0016 0.0279
H -0.239945 -5.275425 -2.814943 0.0291 0.0284 -0.0003
H 0.472343 -4.061415 -0.798866 -0.0673 0.0322 0.0347
H 3.590501 0.715693 0.691756 0.0003 0.0362 0.0163
H 6.022933 1.118172 0.490323 -0.0282 -0.0031 -0.0262
H 7.393658 -0.331148 -0.975658 -0.0340 0.0004 -0.0073
H 6.331389 -2.189386 -2.217172 -0.0097 0.0075 0.0232
H 3.917278 -2.621104 -1.978970 -0.0050 0.0006 -0.0321
C 1.014189 1.783403 -3.624239 0.0712 0.0339 -0.0947
Si -0.565757 1.536255 -2.618625 0.1490 0.0086 0.1468
C -1.427295 -0.034673 -3.195434 -0.0738 0.0135 -0.0146
C -1.744778 2.949900 -3.029118 -0.0452 0.1161 -0.0433
N -0.174848 1.470946 -0.917955 -0.0592 0.0251 0.0174
C 0.533493 2.467428 -0.268778 -0.1513 -0.1729 -0.2558
C 0.864916 3.683882 -0.910323 0.0144 -0.0326 0.0458
C 1.495963 4.734115 -0.264648 -0.0139 -0.0487 -0.1106
C 1.873362 4.619923 1.063623 0.0332 -0.0203 0.0293
C 1.631070 3.418421 1.712203 0.1002 -0.0359 -0.0070
C 0.984959 2.375847 1.069517 -0.1526 -0.0561 0.0917
O 0.820352 1.147146 1.712726 0.3388 0.2654 0.1680
C 0.501090 1.058583 3.044465 -0.0714 0.0808 -0.0033
C 0.940132 -0.082510 3.700857 0.0492 -0.1027 0.0210
C 0.572945 -0.301286 5.020624 0.0080 0.0304 -0.0158
C -0.223249 0.618531 5.692376 -0.0397 0.0511 -0.0148
C -0.651828 1.761077 5.027999 0.0428 -0.0348 -0.0329
C -0.294791 1.987289 3.703712 -0.0285 0.0877 0.0651
H 1.066557 1.071214 -4.455150 -0.0014 0.0867 0.0696
H 1.895763 1.636216 -2.990618 -0.0421 0.0194 -0.0691
H 1.076311 2.792638 -4.047520 0.0325 -0.1276 0.0335
H -1.087703 -0.308778 -4.201074 -0.0797 0.1144 0.0644
H -2.514433 0.109044 -3.232396 0.1205 -0.0393 0.0081
H -1.233312 -0.889891 -2.549767 0.0379 -0.0755 0.0347
H -1.897043 3.017066 -4.113973 0.0114 -0.0388 0.1249
H -1.377054 3.919648 -2.683269 -0.0690 -0.0601 -0.0522
H -2.726541 2.793565 -2.570547 0.0730 0.0411 -0.0852
H 0.615104 3.792272 -1.956818 -0.0114 0.0812 0.0634
H 1.702273 5.647770 -0.811476 -0.0244 -0.0596 0.0039
H 2.365836 5.434819 1.578620 -0.0078 -0.0519 -0.0079
H 1.961476 3.277138 2.733713 -0.0431 -0.0255 0.0245
H 1.556433 -0.792613 3.159602 -0.0557 0.0283 0.0690
H 0.918091 -1.194451 5.528221 -0.0194 0.0202 -0.0476
H -0.506271 0.450279 6.724861 0.0219 -0.0001 -0.0656
H -1.273385 2.487907 5.538755 0.0330 -0.0399 -0.0203
H -0.628320 2.881165 3.192440 0.0157 -0.0126 -0.0009
C -2.651107 2.211659 0.669837 -0.1507 -0.0047 -0.1130
P -2.833774 0.399456 0.552646 1.3060 0.5043 1.0136
C -3.002755 -0.043070 2.311031 -0.3104 -0.0509 -0.0512
C -4.540746 0.284554 -0.068722 0.2492 -0.4790 -0.5967
C -4.876791 0.957744 -1.244415 -0.0167 0.0251 0.0504
C -6.186159 0.971713 -1.697649 -0.0093 -0.0095 0.0169
C -7.171518 0.291461 -0.991963 0.0586 -0.0073 0.0281
C -6.833751 -0.422292 0.148973 -0.0097 0.0173 -0.0146
C -5.521191 -0.437731 0.604167 -0.0156 0.0177 0.0598
H -2.578134 2.650700 -0.324544 0.0096 0.0167 0.0624
H -1.718751 2.427032 1.191652 -0.0623 -0.0019 -0.0156
H -3.499834 2.641528 1.204213 -0.0021 -0.0100 0.0065
H -3.837972 0.489829 2.770630 0.0200 0.0143 -0.0115
H -2.069158 0.224122 2.805510 -0.0191 -0.0261 -0.0177
H -3.135021 -1.119125 2.418338 0.0189 0.0369 0.0459
H -4.110643 1.483017 -1.802370 -0.0532 -0.0100 0.0242
H -6.439063 1.516770 -2.598802 0.0152 -0.0245 0.0212
H -8.199016 0.315848 -1.333241 0.0340 -0.0231 -0.0035
H -7.595133 -0.966610 0.693893 0.0261 0.0013 -0.0215
H -5.272900 -1.004689 1.492827 -0.0164 0.0438 -0.0334
```
Positions in Å, forces in eV/Å.

LUMO energy, eV: -0.082
HOMO-LUMO gap, eV: 6.7
Relative energy (zero: lowest compared OMol25 entry of this formula, charge and spin), kJ/mol: 0.0
Charge: 0
HOMO level, Eh: -0.2496


2.
A 12-piece molecular cluster, C57H82O29S5 overall in a non-equilibrium geometry. Source: the Open Molecules 2025 dataset; level of theory: wB97M-V/def2-TZVPD.

```
173
Properties=species:S:1:pos:R:3:forces:R:3
C 2.930752 -2.910862 6.489089 0.1255 -2.1667 0.5550
C 2.480923 -1.512160 6.440367 0.8481 1.5796 0.4053
O 1.043288 -1.504989 6.429957 -0.3652 0.0884 0.0228
S 0.250777 -0.607567 5.418722 -2.0100 -0.2058 -0.1564
C 0.379689 1.067712 6.062383 0.3450 0.1019 0.0630
O 0.861697 -0.708593 4.118085 -0.2555 0.3120 0.6425
O -1.141401 -1.039142 5.580280 1.8688 0.7117 -0.1025
H 2.502952 -3.521162 5.715362 -0.3433 0.1611 -0.9326
H 2.551096 -3.451364 7.358021 0.1617 0.3735 0.4321
H 3.998195 -3.127660 6.416078 0.0552 0.6910 0.1704
H 2.756260 -0.915184 7.339673 0.0419 -0.5265 -0.4902
H 2.913327 -0.997790 5.572215 -0.4085 -0.0222 -0.0341
H 0.069755 1.124630 7.130523 -0.0304 -0.3194 -0.8694
H -0.244108 1.734233 5.417068 0.5503 -0.6127 0.4775
H 1.444739 1.357013 6.006099 -0.4705 -0.0376 -0.1906
C -4.945861 -8.281059 0.337647 -0.8362 -0.1936 -0.2730
C -4.519214 -6.822297 0.295686 0.8994 -0.8221 1.0844
O -3.423660 -6.816808 1.394208 -1.0324 0.9852 -0.0463
S -2.957905 -5.420682 2.057975 -0.7419 0.4023 -2.2320
C -1.599208 -4.992315 0.957500 0.1410 0.1301 1.6424
O -4.007644 -4.457227 1.735685 0.7012 -0.5972 0.7896
O -2.524716 -5.637894 3.406096 -0.2704 -0.0805 -0.7789
H -5.329216 -8.656539 1.297642 0.2847 0.7387 0.0585
H -4.088033 -8.900073 0.111312 -0.0321 -0.2931 -0.4127
H -5.811117 -8.452738 -0.340458 0.8442 0.0745 -0.0456
H -3.970754 -6.572529 -0.634051 -0.5673 -0.0049 0.4794
H -5.387969 -6.165813 0.486725 0.9957 0.0487 0.2562
H -1.106844 -4.102400 1.376615 -0.4162 -0.1467 -0.4382
H -1.932370 -4.900566 -0.047847 -0.6656 0.5563 -0.4749
H -0.877659 -5.772203 0.918673 0.5911 -0.8702 0.4529
C -2.021885 3.563863 -6.083686 2.2329 0.9764 -1.2767
C -0.838584 3.038689 -5.317302 1.3480 0.5218 -0.4554
O 0.424440 3.435386 -6.034854 0.6298 -0.4785 -0.3211
S 1.796243 2.806847 -5.480082 -0.2070 0.2131 -1.4392
C 2.784597 4.281685 -5.658776 -0.9693 0.2285 1.2526
O 1.657801 2.620253 -4.075365 -0.0417 -0.6635 0.9087
O 2.238932 1.698237 -6.320869 -0.4801 1.4346 1.0307
H -2.338778 3.060075 -7.007566 0.4544 -0.2853 0.4914
H -1.610233 4.553522 -6.382681 -1.0966 -0.1240 0.1065
H -2.819854 3.620539 -5.412606 -1.4129 0.3964 0.9116
H -0.669150 3.518714 -4.352727 -0.7306 -0.3325 0.1287
H -0.756241 1.993135 -5.284300 -0.3738 -1.4624 0.5420
H 2.875318 4.562580 -6.658163 0.2213 0.1854 -1.8030
H 3.759326 4.208349 -5.189669 -0.0543 -0.3550 0.1411
H 2.161030 5.062134 -5.177809 0.5340 -0.4949 -0.0255
C 7.285664 -1.247576 -0.888267 -0.0188 -0.3328 -0.8069
C 6.945277 -1.191753 -2.439020 -0.5753 -0.5143 2.4302
O 5.579527 -1.672801 -2.639229 -0.8796 0.7093 0.2181
S 4.319906 -0.769064 -2.249946 1.1310 -0.1690 0.9606
C 3.127582 -1.689048 -3.118669 -0.1870 -0.4513 -0.0839
O 4.049469 -0.775630 -0.828189 0.1937 -0.4004 -0.5528
O 4.481257 0.534461 -2.829496 -0.2704 -0.0284 -0.5158
H 8.353626 -1.051486 -0.797570 0.0602 0.3703 0.0470
H 7.183317 -2.278127 -0.448350 -0.4105 0.9944 -0.5896
H 6.710826 -0.481812 -0.303353 0.5060 -0.8271 -0.6318
H 7.087100 -0.197063 -2.836588 -0.1361 0.1586 -0.1099
H 7.445488 -1.930055 -3.030517 0.8407 -0.1902 -0.0856
H 2.231656 -1.731247 -2.493172 0.1212 -0.1200 -0.2464
H 3.524656 -2.663230 -3.443946 -0.2347 0.3759 0.4949
H 2.980740 -1.080076 -3.987560 -0.4577 0.1901 -0.6169
C -2.122894 -0.663232 1.662541 -0.5711 0.8681 -0.7098
C -0.712486 -0.375843 1.224352 -1.0307 0.7819 0.7584
O -0.836830 0.647414 0.194322 -0.7177 -0.4460 0.8345
S -0.070100 0.662970 -1.111912 2.7572 1.7292 -0.1354
C 1.497654 1.475414 -0.786769 0.9518 -1.0251 -0.2468
O 0.293539 -0.629415 -1.602030 -0.3120 -1.0451 -0.0528
O -0.844359 1.525504 -1.929810 -0.6635 0.5555 -1.0640
H -2.664372 0.211744 2.039967 0.5810 -0.0324 0.4486
H -2.234737 -1.486279 2.334668 0.2344 -0.4063 0.5003
H -2.719751 -0.858228 0.783618 -0.0892 -0.5893 -0.4952
H -0.121699 0.072967 2.003230 0.3944 -0.0418 0.3312
H -0.258807 -1.231790 0.811314 0.7334 -1.0145 -0.4881
H 1.479426 2.411176 -0.219060 -0.5043 -0.2293 -0.1245
H 1.918423 1.632960 -1.801389 -0.3221 0.1238 0.4500
H 2.205467 0.745993 -0.297733 -0.9309 0.6634 -0.3301
O -2.650010 3.550041 5.443841 0.5162 -0.4123 -0.4847
C -1.602158 3.563301 4.543494 -0.4140 0.4633 -0.0120
C -1.586283 2.735449 3.410147 -0.1983 0.2437 0.9237
C -0.607138 2.914376 2.436126 -1.2140 -1.9475 -1.8546
C 0.395057 3.816809 2.638738 1.4493 1.0110 -0.5115
O 1.299259 3.995217 1.582217 0.0574 0.1643 0.6308
C 0.489910 4.546447 3.818756 -3.3062 -1.3669 -0.1341
C -0.592341 4.503377 4.735454 1.1732 -0.5908 -0.9920
H -3.128963 2.701684 5.351541 0.2566 0.2797 0.2706
H -2.372166 1.976285 3.416701 0.2561 0.1428 -0.7095
H -0.670584 2.339383 1.423873 0.1946 1.2092 2.1937
H 2.089359 4.525208 1.837350 -0.7849 -0.5422 0.3172
H 1.255747 5.212016 3.922582 1.9538 1.7151 0.4594
H -0.605730 5.175825 5.571679 -0.0677 0.0592 0.3341
O 4.784637 -1.295394 2.019371 0.2653 1.2327 1.6414
C 4.447443 -0.122717 2.686236 0.2344 0.0519 0.3933
C 5.297702 0.356118 3.670179 -2.0621 0.5595 0.9265
C 4.834098 1.359651 4.554468 0.1061 1.1904 -1.1405
C 3.681009 2.101379 4.233381 0.3735 -1.5426 -0.5978
O 3.283599 3.246631 4.841497 0.3335 0.3714 1.4135
C 2.853232 1.652151 3.228481 0.7219 -0.9647 -0.2273
C 3.240483 0.541231 2.501705 -1.2483 -1.0639 -0.8498
H 4.380934 -1.179046 1.182847 -0.5814 -0.3624 -1.9140
H 6.155493 -0.204290 3.849155 1.5719 -0.6210 0.4606
H 5.427091 1.779311 5.359426 0.3722 -0.3898 0.0630
H 3.708196 3.261155 5.710123 -0.1237 0.3446 0.0105
H 1.885751 2.074705 3.099892 -0.4163 0.3160 -0.1994
H 2.473218 0.048680 1.862454 0.7090 0.5196 0.2733
O -3.444580 1.229046 -2.687540 2.0708 -0.4227 0.6711
C -4.221419 1.725800 -1.680262 -0.8599 0.7175 -0.6719
C -5.578353 1.421273 -1.840337 0.9621 2.2524 2.8585
C -6.465199 2.086240 -0.991290 -0.3341 -0.1800 -0.4236
C -6.089925 3.012827 -0.036059 0.6479 -0.9298 0.0001
O -6.935256 3.639138 0.825666 -1.0902 -0.5219 -0.2817
C -4.752103 3.231607 0.120675 1.3059 1.6808 0.2060
C -3.814412 2.697812 -0.728836 0.2577 -1.4612 -1.0405
H -2.481910 1.197068 -2.387747 -1.3014 0.3060 -0.5625
H -5.945682 0.767278 -2.553128 -0.3931 -1.2013 -1.3289
H -7.502489 1.904897 -1.140789 -0.9033 -0.1996 -0.0129
H -7.768587 3.151538 0.713465 0.0162 0.5801 0.3845
H -4.396636 4.028850 0.779220 -0.3058 -0.3746 0.1581
H -2.778345 3.037015 -0.675754 -0.2499 -0.2849 -0.0394
O -3.095950 -4.649564 -5.982374 0.4213 0.2989 -0.6127
C -2.475521 -4.258968 -4.824651 1.7326 0.9113 0.2289
C -3.201049 -4.053093 -3.651763 -0.4719 -1.4563 -0.4490
C -2.533283 -3.807193 -2.456286 -3.0691 0.0714 1.1286
C -1.216258 -3.592199 -2.382112 2.0619 1.0328 0.2779
O -0.732635 -3.176036 -1.141576 0.1512 -0.7156 -0.4350
C -0.447206 -3.624208 -3.542598 0.1619 -0.0253 -0.8921
C -1.077785 -3.973440 -4.750291 -0.1034 0.1422 0.4131
H -2.551453 -4.471522 -6.792756 -0.4979 -0.1267 1.3939
H -4.272376 -4.285600 -3.656482 0.3789 0.3624 0.0018
H -3.092107 -3.662958 -1.483923 0.3906 -0.2139 -1.3493
H -0.355103 -2.309242 -1.287392 0.4062 0.5851 0.0180
H 0.622673 -3.296047 -3.592664 -1.1263 -0.4957 0.3044
H -0.423310 -3.914909 -5.619369 -0.4610 -0.2680 -0.1659
O -5.538694 -1.645875 1.320991 -0.2441 2.3830 1.1803
C -5.121033 -1.053688 2.529566 -0.0016 -1.4249 -0.6071
C -5.274897 0.293055 2.719809 -0.5760 0.8617 -0.7617
C -4.735002 0.884551 3.875043 -0.8785 -0.3403 -1.4961
C -4.032511 0.167654 4.789299 -0.1244 -0.5151 -0.4026
O -3.417149 0.854857 5.799813 0.7313 -1.1080 0.5746
C -3.947443 -1.221528 4.639298 1.1114 0.7492 1.3380
C -4.501432 -1.815016 3.539709 -0.6312 0.1900 -0.0926
H -5.327899 -2.556655 1.325382 0.5419 -1.6685 0.2011
H -5.806455 0.899729 1.928935 0.7407 -0.6585 1.0699
H -4.883703 1.919536 3.983759 -0.0202 1.2806 0.2767
H -2.761109 0.202056 6.141793 -0.2328 0.8502 0.0165
H -3.306235 -1.735500 5.397171 -1.0125 -0.0432 -0.8729
H -4.518729 -2.876811 3.535458 0.2038 -0.7697 -0.5350
O 1.452408 -1.131238 -6.911654 -0.2609 -0.1194 0.7921
C 0.167379 -0.965365 -6.407662 -0.3614 0.2231 -1.3007
C -0.850483 -1.038587 -7.399068 1.9880 -0.4818 1.4066
C -2.110042 -0.774992 -7.036250 -3.0641 1.1886 1.7469
C -2.443089 -0.421987 -5.681053 -0.2538 -0.6225 -0.4450
O -3.745304 -0.081285 -5.382752 0.3606 -0.4820 -1.1755
C -1.460465 -0.535385 -4.717795 -1.5820 0.4179 -0.8058
C -0.175976 -0.721699 -5.085237 3.0710 -0.3278 -1.4547
H 2.063794 -0.569598 -6.417395 -0.1228 0.1415 -0.1002
H -0.593129 -1.380677 -8.369817 0.2292 0.0618 -0.8160
H -2.957768 -0.767746 -7.719781 0.2885 -0.1172 -0.0999
H -3.895990 0.122659 -4.457020 0.5160 0.1537 0.4850
H -1.684993 -0.495848 -3.701239 -0.5053 0.3895 1.5459
H 0.654389 -0.622900 -4.389936 -0.2809 -0.2082 0.2776
O 4.179942 4.559938 2.549848 1.0532 -0.8479 -0.3536
C 4.784751 3.900060 1.468106 -0.1551 0.6116 -0.6959
C 6.066483 3.321296 1.525536 -0.9989 -0.0712 1.9538
C 6.541997 2.584309 0.487303 -0.8687 0.9170 -0.2517
C 5.874188 2.580086 -0.695971 -0.3537 -0.6111 -2.1027
O 6.478891 1.853340 -1.706117 0.5371 0.5991 0.6228
C 4.677377 3.262514 -0.867025 -0.5510 0.5193 1.0314
C 4.092476 3.909089 0.235629 2.2020 -0.9178 0.7811
H 4.580863 4.172580 3.355932 -0.5903 0.5054 -0.4664
H 6.651851 3.232134 2.453269 -0.5408 0.5046 -0.1927
H 7.432478 2.064097 0.553861 1.7091 -0.9508 0.1865
H 5.888290 1.708481 -2.442961 -0.6025 -0.0021 -0.1365
H 4.133199 3.326474 -1.793651 0.1490 -0.3177 -0.3868
H 3.154972 4.386657 0.159880 -0.8014 0.4514 -0.2331
```
Positions in Å, forces in eV/Å.

LUMO energy, eV: 0.059
HOMO-LUMO gap, eV: 7.7
SMILES: CCOS(C)(=O)=O.CCOS(C)(=O)=O.CCOS(C)(=O)=O.CCOS(C)(=O)=O.CCOS(C)(=O)=O.Oc1ccc(O)cc1.Oc1ccc(O)cc1.Oc1ccc(O)cc1.Oc1ccc(O)cc1.Oc1ccc(O)cc1.Oc1ccc(O)cc1.Oc1ccc(O)cc1
Charge: 0
HOMO level, Eh: -0.2814